{
  "formula": "C39H44N10PSbSe4Sn",
  "method": "the ωB97M-V functional and the def2-TZVPD basis",
  "charge": -2,
  "e_tot_ev": -339104.6106,
  "max_force_ev_per_a": 0.34,
  "gap_ev": 5.4,
  "homo_ev": -1.75,
  "spin_multiplicity": 1,
  "symbols": ["Sn", "N", "C", "C", "C", "C", "C", "C", "P", "C", "C", "C", "C", "C", "C", "C", "C", "C", "C", "C", "C", "H", "H", "H", "H", "H", "H", "H", "H", "H", "H", "H", "H", "H", "H", "H", "H", "Se", "Sb", "Se", "Se", "Se", "C", "N", "C", "N", "C", "N", "C", "N", "C", "C", "H", "H", "H", "H", "H", "H", "H", "H", "H", "H", "H", "H", "C", "N", "C", "N", "C", "N", "C", "N", "C", "C", "H", "H", "H", "H", "H", "H", "H", "H", "H", "H", "H", "H", "N", "C", "C", "C", "C", "C", "C", "C", "C", "C", "H", "H", "H", "H"],
  "positions_angstrom": [[1.424, -1.583, 1.883], [0.202, 2.257, 2.711], [-0.768, 3.084, 2.260], [-1.375, 4.019, 3.128], [-2.339, 4.887, 2.669], [-2.740, 4.877, 1.326], [-2.145, 3.965, 0.474], [-1.182, 3.054, 0.913], [-0.375, 1.853, -0.204], [-1.742, 1.043, -1.109], [-3.090, 1.143, -0.776], [-4.043, 0.395, -1.458], [-3.665, -0.454, -2.488], [-2.322, -0.564, -2.828], [-1.374, 0.170, -2.136], [0.265, 3.008, -1.482], [-0.311, 3.228, -2.730], [0.275, 4.105, -3.636], [1.442, 4.776, -3.305], [2.022, 4.570, -2.059], [1.440, 3.692, -1.159], [0.409, 2.152, 3.692], [0.475, 1.450, 2.170], [-1.068, 4.038, 4.167], [-2.789, 5.587, 3.364], [-3.490, 5.566, 0.962], [-2.432, 3.947, -0.573], [-3.401, 1.792, 0.029], [-5.083, 0.477, -1.170], [-4.409, -1.038, -3.015], [-2.005, -1.245, -3.607], [-0.324, 0.049, -2.383], [-1.224, 2.712, -3.000], [-0.188, 4.261, -4.603], [1.902, 5.453, -4.015], [2.939, 5.078, -1.789], [1.914, 3.523, -0.198], [2.194, -1.574, 7.297], [3.013, -1.801, 5.037], [2.651, 0.295, 3.691], [1.363, -3.363, 3.800], [5.228, -2.682, 4.611], [4.653, -0.911, -0.126], [5.840, -0.068, -0.336], [5.478, 1.301, 0.035], [4.359, 1.817, -0.766], [3.215, 0.915, -0.557], [3.524, -0.457, -0.947], [3.918, -0.477, -2.344], [5.084, 0.384, -2.613], [6.178, -0.087, -1.754], [4.733, 1.745, -2.179], [4.370, -0.873, 0.928], [4.892, -1.947, -0.378], [6.346, 1.951, -0.112], [5.194, 1.315, 1.089], [2.370, 1.265, -1.149], [2.936, 0.925, 0.500], [3.082, -0.123, -2.955], [4.160, -1.502, -2.636], [7.051, 0.552, -1.919], [6.434, -1.109, -2.044], [3.896, 2.105, -2.783], [5.595, 2.397, -2.350], [-0.349, -2.705, -0.767], [-0.022, -3.453, 0.449], [-1.244, -4.052, 0.980], [-1.865, -4.956, -0.002], [-2.143, -4.180, -1.216], [-0.939, -3.575, -1.791], [0.016, -4.648, -2.078], [0.358, -5.435, -0.891], [0.921, -4.520, 0.112], [-0.884, -5.989, -0.343], [0.569, -2.246, -1.147], [-1.051, -1.911, -0.506], [-1.937, -3.252, 1.238], [-0.996, -4.603, 1.890], [-2.851, -3.383, -0.977], [-2.597, -4.841, -1.960], [0.929, -4.207, -2.484], [-0.417, -5.314, -2.830], [1.836, -4.063, -0.274], [1.169, -5.066, 1.024], [-0.647, -6.559, 0.557], [-1.325, -6.663, -1.083], [-8.531, 0.923, 2.442], [-7.409, 0.663, 2.426], [-6.012, 0.337, 2.405], [-5.059, 1.306, 2.727], [-3.716, 0.991, 2.695], [-3.286, -0.293, 2.328], [-4.256, -1.260, 2.030], [-5.601, -0.952, 2.064], [-1.899, -0.610, 2.231], [-0.713, -0.890, 2.165], [-5.377, 2.305, 2.996], [-2.981, 1.745, 2.935], [-3.931, -2.257, 1.764], [-6.342, -1.704, 1.826]],
  "atomic_forces_ev_per_a": [[0.166, 0.297, 0.000], [0.186, 0.065, 0.209], [-0.021, -0.080, 0.086], [0.040, -0.048, -0.033], [-0.071, 0.000, -0.196], [0.093, -0.022, 0.221], [0.032, -0.023, -0.037], [-0.133, 0.003, -0.155], [-0.023, 0.014, -0.048], [-0.044, -0.024, 0.068], [0.027, -0.047, -0.038], [0.023, 0.007, -0.005], [-0.033, -0.006, 0.018], [0.014, 0.019, -0.013], [0.022, 0.001, -0.032], [-0.019, 0.087, -0.037], [-0.023, 0.022, -0.019], [-0.002, -0.002, 0.004], [0.010, 0.005, 0.012], [-0.018, -0.003, -0.013], [-0.002, 0.019, 0.003], [-0.069, 0.054, 0.000], [-0.056, 0.017, 0.003], [0.002, -0.001, -0.002], [-0.012, 0.012, -0.013], [-0.010, 0.010, 0.009], [0.009, 0.015, 0.006], [-0.011, 0.005, 0.043], [-0.037, -0.013, 0.004], [-0.004, 0.001, 0.006], [-0.014, -0.025, 0.005], [0.002, 0.016, 0.011], [0.026, 0.006, -0.011], [0.007, 0.003, -0.005], [-0.001, 0.002, -0.003], [0.007, 0.000, -0.003], [0.006, -0.012, -0.008], [0.059, 0.037, -0.008], [0.029, -0.277, 0.094], [-0.179, -0.224, -0.182], [-0.035, 0.163, 0.006], [-0.016, 0.074, 0.016], [-0.015, -0.033, 0.023], [-0.029, -0.016, -0.013], [0.020, 0.032, 0.051], [-0.004, -0.032, -0.045], [-0.032, -0.013, -0.013], [0.052, -0.214, 0.061], [0.037, 0.195, -0.024], [-0.062, 0.022, -0.002], [0.038, -0.010, 0.022], [-0.001, -0.014, 0.030], [0.004, -0.005, -0.004], [0.029, 0.014, -0.036], [-0.002, 0.000, -0.004], [0.001, -0.001, 0.002], [0.021, 0.016, -0.029], [-0.001, 0.009, -0.011], [-0.007, -0.013, -0.017], [0.025, -0.008, -0.005], [-0.003, 0.001, -0.009], [0.002, -0.001, 0.003], [0.003, -0.007, 0.003], [0.000, -0.004, -0.005], [0.039, -0.013, 0.110], [-0.008, 0.019, 0.037], [0.037, -0.029, 0.007], [-0.049, 0.035, -0.026], [-0.011, -0.047, 0.026], [-0.010, 0.025, -0.062], [0.004, -0.036, 0.017], [0.013, 0.010, -0.033], [0.006, 0.039, 0.058], [0.003, -0.021, -0.001], [-0.020, -0.022, -0.016], [-0.008, -0.024, -0.005], [-0.006, 0.011, -0.014], [-0.019, -0.015, -0.009], [-0.008, 0.020, 0.018], [0.008, -0.006, -0.003], [0.010, 0.008, 0.010], [-0.009, 0.000, 0.006], [-0.003, -0.018, -0.025], [-0.003, -0.019, -0.019], [0.001, 0.002, 0.003], [0.001, 0.001, -0.004], [-0.003, 0.001, -0.011], [0.002, -0.007, 0.015], [-0.010, 0.048, 0.005], [-0.011, -0.036, -0.013], [0.013, 0.005, -0.009], [0.008, -0.043, -0.026], [-0.004, 0.021, -0.021], [0.018, -0.014, -0.004], [-0.021, 0.086, -0.011], [0.024, -0.055, 0.066], [-0.002, -0.003, 0.001], [0.040, 0.027, 0.005], [-0.031, -0.009, -0.009], [0.003, -0.004, -0.004]],
  "lowdin_charge": [0.450, 0.098, -0.350, -0.050, -0.109, -0.115, -0.119, -0.313, 1.134, -0.374, -0.086, -0.081, -0.099, -0.098, -0.138, -0.364, -0.092, -0.097, -0.107, -0.092, -0.114, 0.056, -0.035, 0.110, 0.094, 0.086, 0.104, 0.084, 0.100, 0.095, 0.098, 0.107, 0.096, 0.094, 0.092, 0.102, 0.108, -0.321, -0.370, -0.158, -0.128, -0.329, -0.182, -0.084, -0.169, -0.079, -0.214, -0.101, -0.191, -0.092, -0.197, -0.191, 0.087, 0.127, 0.118, 0.125, 0.082, 0.080, 0.118, 0.118, 0.115, 0.118, 0.115, 0.116, -0.214, -0.197, -0.174, -0.083, -0.181, -0.080, -0.185, -0.086, -0.199, -0.185, 0.112, 0.105, 0.098, 0.117, 0.119, 0.117, 0.122, 0.116, 0.120, 0.110, 0.124, 0.116, 0.124, -0.205, -0.252, -0.025, -0.018, -0.236, -0.021, -0.037, -0.134, -0.216, 0.116, 0.104, 0.105, 0.113]
}